Record 1
Molecular formula: C39H46N8O13
Method: DFT, ωB97M-V with the def2-TZVPD basis set

HOMO energy   -8.77 eV
M   834.84 g mol⁻¹
SMILES   O=[N+]([O-])c1ccccc1.O=[N+]([O-])c1ccccc1.O=[N+]([O-])c1ccccc1.O=[N+]([O-])c1ccccc1.O=[N+]([O-])c1ccccc1.CN(C)C=O.CN(C)C=O.CN(C)C=O
Max |F|   15.79 eV/Å

Element x y z (Å)
1 O -2.7916 4.5211 1.2831
2 N -2.7216 3.9111 2.3461
3 O -2.1106 4.3191 3.2961
4 C -3.5836 2.7521 2.5611
5 C -4.9656 2.5701 1.7391
6 C -5.8666 1.3341 1.9121
7 C -5.5256 0.1671 2.8901
8 C -4.2856 0.2981 3.6321
9 C -3.3336 1.5181 3.4871
10 H -5.1576 3.3371 1.0101
11 H -6.8536 1.3531 1.4031
12 H -6.1416 -0.6379 3.1981
13 H -4.0676 -0.3919 4.3871
14 H -2.5126 1.6251 4.1431
15 O 5.5454 -2.2899 0.0011
16 N 4.7694 -1.2839 0.1941
17 O 3.7664 -1.3759 0.8581
18 C 5.1704 0.0351 -0.4229
19 C 5.9624 -0.0139 -1.5559
20 C 6.2184 1.3511 -2.3119
21 C 5.8234 2.6891 -1.6229
22 C 5.0364 2.5901 -0.4169
23 C 4.7894 1.2981 0.2431
24 H 6.2534 -0.9869 -2.0079
25 H 6.7494 1.3111 -3.1589
26 H 5.8954 3.5861 -2.1649
27 H 4.6624 3.4561 0.0671
28 H 4.2924 1.3511 1.1421
29 O 6.3094 -0.5579 4.0261
30 N 6.2124 0.6501 3.7271
31 O 7.1904 1.2661 3.1021
32 C 4.9494 1.4031 3.8571
33 C 3.5994 0.6091 4.2861
34 C 2.3254 1.3521 4.6141
35 C 2.4024 2.8781 4.3151
36 C 3.5974 3.5201 3.7681
37 C 5.0094 2.9361 3.4891
38 H 3.8004 -0.4839 4.4251
39 H 1.5614 0.9421 5.3201
40 H 1.7654 3.5981 4.8821
41 H 3.4194 4.5931 3.7151
42 H 6.0074 3.2911 3.0851
43 O -0.0306 -0.2679 -6.6489
44 N -0.1836 0.7141 -5.9119
45 O -0.4106 1.8701 -6.3859
46 C 0.4994 0.6221 -4.6499
47 C -0.0946 1.2851 -3.3579
48 C 0.6604 1.2151 -2.0259
49 C 1.9364 0.4121 -2.0229
50 C 2.5614 -0.2479 -3.1429
51 C 1.8394 -0.1489 -4.5149
52 H -1.0096 1.9941 -3.4749
53 H 0.1994 1.5771 -1.2169
54 H 2.3604 0.3271 -1.1679
55 H 3.6684 -0.8369 -2.9879
56 H 2.3384 -0.5869 -5.5419
57 O -5.8006 -4.1759 -5.0599
58 N -5.0836 -3.3209 -4.3839
59 O -5.5816 -2.3929 -3.6799
60 C -3.6216 -3.4989 -4.3379
61 C -2.8956 -4.6749 -5.0889
62 C -1.3866 -4.7859 -5.0659
63 C -0.5896 -3.8449 -4.1499
64 C -1.2036 -2.8019 -3.4989
65 C -2.7476 -2.5429 -3.5959
66 H -3.5326 -5.3979 -5.5649
67 H -0.7366 -5.7179 -5.4349
68 H 0.1914 -4.0789 -3.8079
69 H -0.4506 -2.0969 -3.0729
70 H -3.1626 -1.7499 -2.9149
71 C -4.1956 4.0651 -3.7689
72 N -3.6196 2.6821 -3.5369
73 C -3.4546 2.5051 -2.2139
74 C -3.5716 1.8391 -4.5639
75 O -3.0616 0.6881 -4.5159
76 H -3.6686 4.7631 -3.2609
77 H -5.0936 4.0521 -3.3419
78 H -4.1006 4.2491 -4.9039
79 H -3.0786 1.6261 -2.0599
80 H -4.2086 2.5361 -1.5669
81 H -2.8036 3.2191 -1.7119
82 H -3.8006 2.1941 -5.5579
83 C -0.2666 0.9111 1.9711
84 N -0.4886 -0.2179 1.0401
85 C 0.5554 -1.1039 0.7541
86 C -1.7156 -0.5449 0.3761
87 O -1.8766 -1.6769 -0.2889
88 H 0.4894 1.3011 1.3651
89 H -0.0696 0.5381 2.9841
90 H -1.3176 1.5621 2.0261
91 H 0.8134 -1.8989 -0.0289
92 H 0.6144 -1.8719 1.3901
93 H 1.4144 -0.4109 0.8781
94 H -2.4436 0.3291 0.4141
95 C -0.6166 -5.6569 4.9371
96 N 0.0754 -4.3629 4.8881
97 C -0.7836 -3.3099 4.2141
98 C 1.2414 -4.0499 5.3961
99 O 1.7454 -2.9269 5.3761
100 H -1.4536 -5.8129 5.6101
101 H 0.0144 -6.4099 5.4451
102 H -0.9656 -6.2469 4.1631
103 H -0.1926 -2.5799 3.6561
104 H -1.1856 -2.7799 4.9291
105 H -1.4656 -3.5969 3.5001
106 H 1.6304 -4.8449 5.9681


Record 2
Molecular formula: C39H47AsFIrNPSb
Method: DFT, ωB97M-V with the def2-TZVPD basis set

HOMO energy (spin up / spin down)   -9.66 / -9.60 eV
M   968.68 g mol⁻¹
Net charge   +1
Max |F|   1.60 eV/Å

Element x y z (Å)
1 Ir -0.4270 -0.3987 0.8244
2 N 1.4144 -0.3866 0.4238
3 P 2.2557 0.8091 -0.1715
4 C 3.7102 0.1648 -1.0154
5 C 4.1645 -1.1066 -0.6833
6 C 5.2950 -1.6185 -1.2966
7 C 5.9733 -0.8638 -2.2403
8 C 5.5219 0.4040 -2.5778
9 C 4.3921 0.9179 -1.9683
10 C 1.3418 1.7845 -1.4021
11 C 0.4868 1.1273 -2.2841
12 C -0.1956 1.8319 -3.2553
13 C -0.0299 3.2073 -3.3601
14 C 0.8195 3.8699 -2.4903
15 C 1.5051 3.1609 -1.5147
16 C 2.8212 2.0011 1.0533
17 C 4.1543 2.3522 1.2091
18 C 4.5211 3.2545 2.1951
19 C 3.5622 3.8052 3.0275
20 C 2.2273 3.4489 2.8848
21 C 1.8632 2.5460 1.9050
22 H 3.6207 -1.6857 0.0506
23 H 5.6452 -2.6064 -1.0403
24 H 6.8536 -1.2655 -2.7188
25 H 6.0465 0.9854 -3.3205
26 H 4.0357 1.9013 -2.2474
27 H 0.3671 0.0503 -2.2112
28 H -0.8495 1.3130 -3.9417
29 H -0.5605 3.7576 -4.1212
30 H 0.9482 4.9390 -2.5665
31 H 2.1641 3.6857 -0.8366
32 H 4.9116 1.9253 0.5669
33 H 5.5590 3.5242 2.3126
34 H 3.8531 4.5037 3.7972
35 H 1.4789 3.8662 3.5406
36 H 0.8216 2.2468 1.8072
37 C -1.7013 -3.8626 0.8211
38 As -0.8690 -2.5104 -0.2791
39 C -2.0212 -2.4878 -1.8331
40 C 0.8086 -3.3507 -0.8488
41 C 0.6161 -4.4032 -1.8968
42 C 0.6598 -4.0657 -3.2473
43 C 0.4434 -5.0253 -4.2216
44 C 0.1802 -6.3369 -3.8583
45 C 0.1450 -6.6865 -2.5189
46 C 0.3633 -5.7258 -1.5435
47 H -1.7368 -4.7991 0.2640
48 H -2.7149 -3.5447 1.0672
49 H -1.1289 -3.9896 1.7400
50 H -1.9848 -3.4611 -2.3263
51 H -1.7120 -1.7146 -2.5343
52 H -3.0337 -2.2810 -1.4901
53 H 1.2329 -3.7601 0.0737
54 H 1.4656 -2.5412 -1.1721
55 H 0.8738 -3.0435 -3.5354
56 H 0.4875 -4.7515 -5.2641
57 H 0.0163 -7.0860 -4.6176
58 H -0.0439 -7.7100 -2.2310
59 H 0.3520 -6.0076 -0.4985
60 C -1.5354 4.1737 0.2898
61 C -2.3518 3.1283 -0.4519
62 Sb -2.4616 1.2636 0.5742
63 C -4.1824 0.3652 -0.3320
64 C -5.2793 1.3089 -0.8026
65 C -3.1572 1.9203 2.4831
66 C -4.4452 2.7267 2.4924
67 H -1.5817 5.1299 -0.2303
68 H -0.4837 3.8887 0.3603
69 H -1.9096 4.3374 1.2987
70 H -1.9575 2.9437 -1.4522
71 H -3.3918 3.4340 -0.5533
72 H -4.5497 -0.3516 0.4052
73 H -3.7959 -0.2173 -1.1703
74 H -5.6530 1.9404 0.0001
75 H -6.1269 0.7486 -1.1986
76 H -4.9267 1.9606 -1.6004
77 H -2.3265 2.4934 2.9029
78 H -3.2366 1.0211 3.0925
79 H -4.4227 3.5558 1.7860
80 H -4.6284 3.1509 3.4790
81 H -5.3033 2.1046 2.2451
82 F -1.6913 -1.1500 6.7633
83 C -1.4257 -0.9858 5.4467
84 C -2.3232 -1.4785 4.5189
85 C -2.0507 -1.2936 3.1680
86 C -0.8850 -0.6309 2.7486
87 C 0.0089 -0.1568 3.7217
88 C -0.2666 -0.3359 5.0730
89 H -3.2157 -1.9887 4.8544
90 H -2.7568 -1.6698 2.4374
91 H 0.9299 0.3370 3.4334
92 H 0.4129 0.0188 5.8334


Record 3
Molecular formula: C39H47CdN4OSi
Method: DFT, ωB97M-V with the def2-TZVPD basis set

HOMO energy   -4.10 eV
M   728.33 g mol⁻¹
Net charge   -1
Max |F|   1.00 eV/Å

Element x y z (Å)
1 Cd -0.1736 -0.6968 -0.4717
2 C 1.2044 -2.4809 3.9859
3 C 0.0617 -1.7490 4.6943
4 C 0.1856 -0.2550 4.5103
5 C 0.6054 0.5281 5.5734
6 C 0.8273 1.8873 5.4231
7 C 0.6744 2.4581 4.1768
8 C 0.2672 1.7090 3.0840
9 C 0.1400 2.3947 1.7517
10 C 1.4747 2.9851 1.2927
11 C -0.0322 0.3484 3.2543
12 N -0.5382 -0.4057 2.2015
13 C -1.6900 -0.9687 2.3708
14 C -2.2860 -1.8574 1.4605
15 C -3.5577 -2.4601 1.5612
16 C -3.7289 -3.1911 0.4006
17 C -2.5602 -3.0067 -0.3488
18 N -1.6888 -2.2257 0.2839
19 H 1.1231 -3.5530 4.1571
20 H 2.1693 -2.1400 4.3566
21 H 1.1568 -2.2960 2.9133
22 H 0.0827 -1.9781 5.7636
23 H -0.8777 -2.1305 4.2918
24 H 0.7440 0.0752 6.5455
25 H 1.1217 2.4941 6.2679
26 H 0.8528 3.5160 4.0391
27 H -0.6008 3.1937 1.8412
28 H -0.2147 1.6801 1.0027
29 H 1.7683 3.8237 1.9200
30 H 1.4021 3.3347 0.2663
31 H 2.2569 2.2317 1.3329
32 H -2.2871 -0.7377 3.2673
33 H -4.2397 -2.3694 2.3899
34 H -4.5875 -3.7733 0.1137
35 H -2.3352 -3.4232 -1.3152
36 C 1.0340 -1.0376 -4.8233
37 Si -0.2963 -1.7804 -3.6355
38 C -1.5256 -2.8491 -4.6674
39 C 0.6568 -3.0259 -2.5397
40 N -1.0766 -0.6594 -2.6228
41 C -1.9510 0.2757 -3.0318
42 C -2.2170 0.5679 -4.3855
43 C -3.1710 1.4756 -4.7865
44 C -3.9238 2.1625 -3.8498
45 C -3.6736 1.9364 -2.5055
46 C -2.6944 1.0508 -2.1010
47 O -2.4603 0.8212 -0.7421
48 C -2.8198 1.7959 0.1389
49 C -2.5087 3.1424 -0.0534
50 C -2.8659 4.0758 0.9004
51 C -3.5323 3.6860 2.0513
52 C -3.8463 2.3498 2.2404
53 C -3.5043 1.4103 1.2891
54 H 1.5411 -1.8017 -5.4060
55 H 1.7862 -0.5093 -4.2413
56 H 0.6053 -0.3245 -5.5214
57 H -1.0293 -3.6219 -5.2485
58 H -2.1027 -2.2378 -5.3543
59 H -2.2303 -3.3376 -3.9993
60 H 0.9363 -3.9043 -3.1139
61 H 0.0549 -3.3619 -1.6994
62 H 1.5726 -2.5871 -2.1519
63 H -1.6299 0.0456 -5.1202
64 H -3.3378 1.6467 -5.8421
65 H -4.6844 2.8692 -4.1461
66 H -4.2532 2.4617 -1.7575
67 H -1.9736 3.4389 -0.9447
68 H -2.6189 5.1174 0.7445
69 H -3.7978 4.4190 2.7991
70 H -4.3860 2.0394 3.1227
71 H -3.7597 0.3702 1.4105
72 C 4.6009 -2.3742 -0.9217
73 N 4.6733 -1.3625 0.1057
74 C 5.4091 -1.8128 1.2618
75 C 3.3543 -0.8202 0.4015
76 C 2.9660 0.2147 -0.6345
77 C 3.9938 0.9774 -1.1822
78 C 3.7363 1.9348 -2.1438
79 C 2.4317 2.1520 -2.5452
80 C 1.4089 1.4147 -1.9700
81 C 1.6355 0.4229 -1.0082
82 H 5.6084 -2.6240 -1.2574
83 H 4.0399 -1.9764 -1.7656
84 H 4.1052 -3.2973 -0.5744
85 H 6.4082 -2.1166 0.9405
86 H 4.9376 -2.6626 1.7855
87 H 5.5137 -0.9841 1.9630
88 H 3.3926 -0.3419 1.3862
89 H 2.5793 -1.6127 0.4522
90 H 5.0082 0.7912 -0.8607
91 H 4.5507 2.4999 -2.5788
92 H 2.2157 2.8839 -3.3153
93 H 0.3950 1.6103 -2.3047


Record 4
Molecular formula: C39H47N3O3PPtSSb
Method: DFT, ωB97M-V with the def2-TZVPD basis set

HOMO energy (spin up / spin down)   -13.19 / -14.13 eV
Multiplicity   5
M   985.70 g mol⁻¹
Net charge   +2
Max |F|   1.31 eV/Å

Element x y z (Å)
1 Pt 0.3930 0.1915 -0.4069
2 C 0.7540 5.2550 2.0818
3 C -0.3565 4.4214 2.0759
4 C -0.5482 3.5302 1.0302
5 C 0.3523 3.5015 -0.0345
6 C 1.4588 4.3475 -0.0302
7 C 1.6649 5.2102 1.0349
8 P -0.0119 2.4561 -1.4761
9 C -0.8341 3.5848 -2.6343
10 C -0.7352 3.3525 -4.0077
11 C -1.2779 4.2645 -4.8965
12 C -1.9549 5.3798 -4.4223
13 C -2.0919 5.5878 -3.0559
14 C -1.5400 4.6909 -2.1573
15 C 1.5845 1.9728 -2.1872
16 C 2.3833 2.6490 -3.1027
17 C 3.5936 2.0781 -3.4708
18 C 3.9843 0.8517 -2.9468
19 C 3.1827 0.1707 -2.0331
20 C 1.9803 0.7408 -1.6560
21 H 0.9034 5.9452 2.9017
22 H -1.0854 4.4890 2.8737
23 H -1.4111 2.8710 1.0258
24 H 2.1500 4.3308 -0.8639
25 H 2.5293 5.8613 1.0394
26 H -0.2229 2.4739 -4.3794
27 H -1.1697 4.1075 -5.9614
28 H -2.3871 6.0890 -5.1155
29 H -2.6226 6.4546 -2.6862
30 H -1.6306 4.8674 -1.0942
31 H 2.0715 3.6018 -3.5116
32 H 4.2392 2.5874 -4.1740
33 H 4.9268 0.4124 -3.2470
34 H 3.5188 -0.7854 -1.6508
35 C -0.0533 2.1336 4.5682
36 C -0.3953 0.6547 4.4917
37 C -1.8977 0.4280 4.4853
38 C 0.2902 -0.1434 5.5873
39 Sb 0.4423 -0.1251 2.5193
40 C 2.6959 0.2719 2.5523
41 C 3.3505 -0.8042 1.7031
42 C 2.8132 1.6565 1.9312
43 C 3.2421 0.2396 3.9655
44 C -0.2107 -2.2963 2.2995
45 C 0.6982 -2.9523 1.2696
46 C -1.6451 -2.1943 1.7979
47 C -0.1307 -3.0266 3.6270
48 H -0.5097 2.5467 5.4728
49 H -0.4449 2.6870 3.7150
50 H 1.0218 2.3034 4.6376
51 H -2.3046 0.8030 5.4288
52 H -2.1510 -0.6312 4.4245
53 H -2.3963 0.9645 3.6767
54 H -0.1740 0.1244 6.5417
55 H 1.3507 0.0864 5.6652
56 H 0.1678 -1.2192 5.4662
57 H 2.9102 -0.8551 0.7081
58 H 3.2889 -1.7833 2.1788
59 H 4.4118 -0.5649 1.5823
60 H 2.4591 1.6597 0.8990
61 H 3.8624 1.9672 1.9263
62 H 2.2475 2.4063 2.4901
63 H 3.0595 -0.7151 4.4606
64 H 2.8606 1.0520 4.5834
65 H 4.3280 0.3653 3.9043
66 H 0.8340 -2.3250 0.3848
67 H 0.2564 -3.8980 0.9402
68 H 1.6829 -3.1738 1.6790
69 H -1.7043 -1.6057 0.8802
70 H -2.3072 -1.7399 2.5360
71 H -2.0272 -3.1966 1.5811
72 H 0.8841 -3.0345 4.0277
73 H -0.4275 -4.0690 3.4714
74 H -0.8092 -2.6037 4.3675
75 O -0.0470 -7.0249 -4.8075
76 S -1.2699 -7.7620 -4.8934
77 O -1.5405 -8.7148 -3.8384
78 O -1.8430 -7.9725 -6.1914
79 C -2.6188 -6.4958 -4.1914
80 N -3.8637 -6.8436 -4.2405
81 C -4.7155 -5.9537 -3.7427
82 C -4.2690 -4.7410 -3.2214
83 C -2.9036 -4.4967 -3.2347
84 N -2.0720 -5.4262 -3.7285
85 C -2.2359 -3.2719 -2.7318
86 C -0.8485 -3.1612 -2.8622
87 C -0.2150 -2.0433 -2.3664
88 N -0.8826 -1.0523 -1.7601
89 C -2.2118 -1.1271 -1.6720
90 C -2.9238 -2.2150 -2.1417
91 H -5.7630 -6.2257 -3.7619
92 H -4.9802 -4.0300 -2.8263
93 H -0.2902 -3.9526 -3.3424
94 H 0.8567 -1.9226 -2.4624
95 H -2.7236 -0.2797 -1.2331
96 H -3.9996 -2.2227 -2.0381


Record 5
Molecular formula: C39H47N5NiO2S2Si
Method: DFT, ωB97M-V with the def2-TZVPD basis set

HOMO energy (spin up / spin down)   -6.56 / -7.48 eV
Multiplicity   3
M   768.75 g mol⁻¹
Max |F|   0.72 eV/Å

Element x y z (Å)
1 Ni 1.2739 0.6427 1.4159
2 O 3.0545 4.4828 1.5651
3 C 2.6687 3.3579 1.3000
4 N 1.5683 2.6955 1.7419
5 C 0.6420 3.3180 2.5317
6 O 0.2628 4.4701 2.5155
7 C 0.0418 2.3679 3.5579
8 C -0.9422 2.8207 4.4127
9 C -1.4698 1.9446 5.3465
10 C -0.9672 0.6544 5.4030
11 C 0.0327 0.2911 4.5161
12 N 0.5308 1.1186 3.5906
13 C 3.5309 2.4962 0.4040
14 C 4.3896 3.0979 -0.4981
15 C 5.1008 2.2983 -1.3753
16 C 4.9375 0.9225 -1.3043
17 C 4.0764 0.4080 -0.3562
18 N 3.3794 1.1703 0.4938
19 H -1.2644 3.8493 4.3151
20 H -2.2594 2.2606 6.0186
21 H -1.3399 -0.0715 6.1157
22 H 0.4529 -0.6981 4.5469
23 H 4.4664 4.1769 -0.4866
24 H 5.7662 2.7388 -2.1081
25 H 5.4636 0.2499 -1.9710
26 H 3.9293 -0.6618 -0.2707
27 S 0.8868 1.0313 -1.0108
28 C -0.7052 0.9189 -1.3964
29 N -1.1461 0.7699 -2.6443
30 C -2.5672 0.5393 -2.9194
31 C -3.3800 1.4066 -2.0239
32 N -3.0223 1.1107 -0.6346
33 C -4.1360 1.0795 0.3213
34 C -4.9334 -0.1999 0.1792
35 C -6.2434 -0.1734 -0.2857
36 C -6.9601 -1.3569 -0.4483
37 C -6.3635 -2.5737 -0.1518
38 C -5.0496 -2.6077 0.3115
39 C -4.3374 -1.4290 0.4770
40 C -1.7582 0.9175 -0.2811
41 S -1.2920 0.6267 1.2684
42 C -0.2621 0.6703 -3.8107
43 C -0.3285 1.9244 -4.6527
44 C 0.0623 3.1495 -4.1071
45 C -0.0038 4.3060 -4.8702
46 C -0.4582 4.2515 -6.1861
47 C -0.8473 3.0370 -6.7333
48 C -0.7847 1.8769 -5.9647
49 H -2.8180 -0.5111 -2.7531
50 H -2.7652 0.7860 -3.9599
51 H -4.4379 1.1971 -2.1645
52 H -3.1982 2.4597 -2.2445
53 H -4.7691 1.9443 0.1248
54 H -3.7228 1.1789 1.3168
55 H -6.7132 0.7804 -0.5143
56 H -7.9825 -1.3250 -0.8084
57 H -6.9190 -3.4958 -0.2791
58 H -4.5813 -3.5562 0.5486
59 H -3.3125 -1.4552 0.8420
60 H -0.5780 -0.1938 -4.3962
61 H 0.7453 0.4871 -3.4581
62 H 0.4256 3.1913 -3.0825
63 H 0.3046 5.2525 -4.4397
64 H -0.5071 5.1560 -6.7816
65 H -1.2018 2.9893 -7.7568
66 H -1.0878 0.9246 -6.3937
67 C 0.0271 -2.4913 2.6301
68 Si 1.4027 -1.7559 1.5163
69 C 1.1189 -2.7908 -0.1134
70 C 1.3528 -4.3075 0.0546
71 C 1.9750 -2.3490 -1.3089
72 C -0.3551 -2.5880 -0.4940
73 C 3.0160 -2.3548 2.4320
74 C 4.2852 -2.1180 1.6054
75 C 3.0093 -3.8424 2.8500
76 C 3.1576 -1.5381 3.7227
77 H -0.3309 -3.4507 2.2392
78 H -0.8395 -1.8237 2.7118
79 H 0.3904 -2.6862 3.6484
80 H 2.4177 -4.5433 0.0723
81 H 0.9216 -4.8484 -0.8072
82 H 0.8996 -4.7250 0.9585
83 H 3.0374 -2.5763 -1.1528
84 H 1.8806 -1.2781 -1.5263
85 H 1.6610 -2.8988 -2.2133
86 H -1.0429 -2.9455 0.2823
87 H -0.5775 -3.1464 -1.4196
88 H -0.5802 -1.5286 -0.6767
89 H 4.2455 -2.6157 0.6265
90 H 5.1576 -2.5271 2.1411
91 H 4.4736 -1.0513 1.4513
92 H 3.2226 -4.5078 2.0144
93 H 2.0603 -4.1582 3.2995
94 H 3.7993 -4.0158 3.6027
95 H 3.0598 -0.4573 3.5573
96 H 4.1506 -1.7208 4.1627
97 H 2.4267 -1.8462 4.4760